Density functional theory data (the ωB97M-V functional and the def2-TZVPD basis) for a single C5H11N molecule.

CARTESIAN COORDINATES (ANGSTROEM)
1 C 0.07 -2.10 0.32
2 C 1.15 -1.04 0.11
3 N 0.56 0.13 -0.53
4 C 0.96 1.46 -0.11
5 C -0.39 0.93 0.23
6 C -1.64 1.31 -0.52
7 H 0.49 -3.11 0.35
8 H -0.48 -1.93 1.25
9 H -0.65 -2.06 -0.51
10 H 1.64 -0.80 1.07
11 H 1.93 -1.41 -0.57
12 H 1.67 1.55 0.71
13 H 1.08 2.19 -0.91
14 H -0.52 0.67 1.28
15 H -1.91 2.36 -0.39
16 H -2.49 0.70 -0.20
17 H -1.47 1.13 -1.59

**Electronic energy**: -251.818271 Eh
**SMILES**: CCN1C[C@H]1C
**Largest force on an atom**: 0.0048 hartree/bohr
**Gap between HOMO and LUMO**: 0.3782 Eh
**HOMO**: -0.3310 Ha
**Energy above the lowest of the compared OMol25 structures with the same formula, charge and spin**: 27.77 kcal per mole

Results of the Mulliken charge analysis, in e, for atoms 1 through 8: -1.1500, -0.3456, -0.3441, -0.5568, 0.3716, -1.4898, 0.3692, 0.2993